DFT (the ωB97M-V functional and the def2-TZVPD basis) results for a 8-piece molecular cluster, C27H41Cl3O22S overall at a distorted geometry.

The geometry in ORCA input format:
```
! RIJCOSX wB97M-V def2-TZVPD def2/J DEFGRID3
* xyz 0 1
C 20.6086 -32.3594 -22.4232
C 20.5945 -33.4875 -23.3897
C 21.4821 -33.3528 -24.6042
O 22.2439 -34.5047 -24.4467
C 21.6702 -35.3292 -23.5146
O 21.9138 -36.4712 -23.3408
O 20.7978 -34.6747 -22.8036
H 19.8412 -32.5372 -21.6698
H 20.3605 -31.4036 -22.8846
H 21.5434 -32.3098 -21.8649
H 19.5588 -33.5141 -23.7283
H 22.1172 -32.4764 -24.4749
H 20.8233 -33.2570 -25.4672
C 20.3263 -28.2160 -34.1796
C 20.0805 -29.3008 -33.0582
C 18.8799 -28.9057 -32.1846
O 18.1204 -30.1354 -32.0429
C 18.4852 -31.0464 -32.9921
O 17.9744 -32.2192 -33.0780
O 19.5743 -30.5183 -33.5853
H 20.3340 -28.6456 -35.1813
H 21.2286 -27.6180 -34.0513
H 19.4129 -27.6279 -34.2686
H 20.8908 -29.5110 -32.3601
H 18.2454 -28.1634 -32.6688
H 19.2861 -28.5903 -31.2236
C 16.5809 -27.8119 -25.7528
C 15.8416 -26.6069 -26.3701
C 16.6728 -25.5759 -27.1454
O 16.1302 -25.5047 -28.3724
C 15.2246 -26.3249 -28.5638
O 14.5794 -26.4359 -29.6407
O 14.9460 -26.9747 -27.3696
H 16.7512 -28.6374 -26.4440
H 15.9061 -28.3311 -25.0722
H 17.5602 -27.6234 -25.3128
H 15.3247 -26.0552 -25.5848
H 17.6653 -25.9516 -27.3943
H 16.6542 -24.6316 -26.6013
C 18.2100 -26.7216 -14.5975
C 17.5337 -25.8816 -15.7787
C 18.2304 -24.6273 -16.2335
O 18.3617 -24.7803 -17.6238
C 17.8344 -25.8725 -17.9608
O 17.7010 -26.1514 -19.1545
O 17.6310 -26.6934 -16.9469
H 17.3728 -27.3224 -14.2421
H 18.5977 -26.0936 -13.7953
H 19.0195 -27.3655 -14.9412
H 16.4483 -25.7965 -15.7261
H 19.2529 -24.7600 -15.8801
H 17.7394 -23.6858 -15.9874
C 5.2851 -23.7467 -29.1894
C 5.8489 -24.8631 -28.2508
C 6.5859 -26.0348 -28.9879
O 7.9327 -25.8768 -28.6106
C 8.0050 -24.9017 -27.6218
O 8.9548 -24.6245 -26.9722
O 6.8874 -24.2753 -27.4786
H 4.6258 -23.0492 -28.6727
H 4.6474 -24.3025 -29.8768
H 6.1189 -23.3697 -29.7817
H 5.1732 -25.2746 -27.5009
H 6.5498 -25.8696 -30.0647
H 6.2632 -27.0466 -28.7426
C 11.5184 -27.9860 -20.7083
C 10.9199 -28.0592 -19.3609
C 10.7210 -26.7414 -18.7243
O 9.8783 -27.2357 -17.6275
C 9.0793 -28.0175 -18.2000
O 7.9856 -28.3808 -17.7547
O 9.6428 -28.5356 -19.2884
H 10.7003 -27.6957 -21.3676
H 11.8472 -28.9927 -20.9664
H 12.3953 -27.3575 -20.8632
H 11.5580 -28.7427 -18.8007
H 10.1388 -26.1191 -19.4039
H 11.4842 -26.0503 -18.3664
O 16.1622 -28.4987 -39.4841
S 14.9314 -27.8068 -39.1068
O 14.5922 -26.6080 -39.8629
O 13.5412 -28.6629 -39.0363
C 12.8671 -28.4146 -37.8220
C 14.0526 -28.2736 -36.7931
O 14.9658 -27.5481 -37.5093
H 12.1926 -27.5700 -37.9625
H 12.2017 -29.2628 -37.6614
H 14.5162 -29.1515 -36.3432
H 13.6614 -27.7110 -35.9455
Cl 14.5461 -18.8996 -21.2800
C 15.2821 -20.4877 -21.4480
Cl 16.4773 -20.3572 -22.7342
Cl 14.1701 -21.8550 -21.7921
H 15.8578 -20.7034 -20.5479
*
```

Summary:
* ΔE to the lowest compared entry with this formula, charge and spin: 104.39 kJ/mol
* calculated total energy: -4487.31214 hartree
* E_LUMO: -0.0048 Ha
* structure (SMILES): C[C@H]1COC(=O)O1.C[C@H]1COC(=O)O1.C[C@H]1COC(=O)O1.C[C@H]1COC(=O)O1.C[C@H]1COC(=O)O1.C[C@H]1COC(=O)O1.O=S1(=O)OCCO1.ClC(Cl)Cl
* Kohn-Sham gap: 0.38298 Eh



DFT (the ωB97M-V functional and the def2-TZVPD basis) results for C4H5F2I2N as an isolated structure at a distorted geometry.

The geometry in ORCA input format:
```
! RIJCOSX wB97M-V def2-TZVPD def2/J DEFGRID3
* xyz 0 1
C 0.9110 -0.3928 0.7733
C 0.8305 0.0517 -1.5371
C -0.5789 0.0131 1.0794
C -1.4801 0.0221 -0.2511
N 1.4208 0.3993 -0.3343
F -0.4978 1.3064 1.6078
F -1.0987 -0.7048 2.0625
I -2.7012 1.6993 -0.5161
I -2.2597 -1.8566 -0.6661
H 1.5826 -0.1575 1.5166
H 1.0374 -1.4133 0.4678
H 0.3948 -0.9653 -1.6573
H 0.7467 0.6669 -2.4377
H 1.6926 1.3316 -0.1077
*
```

Summary:
* ΔE to the lowest compared entry with this formula, charge and spin: 101.47 kJ/mol
* calculated total energy: -1005.17072 hartree
* E_LUMO (spin up / spin down): -0.0002 / -0.0249 Ha
* Kohn-Sham gap (spin up / spin down): 0.28009 / 0.23640 Eh



DFT (the ωB97M-V functional and the def2-TZVPD basis) results for one molecule with the formula C2H5ClN2O at a distorted geometry.

The geometry in ORCA input format:
```
! RIJCOSX wB97M-V def2-TZVPD def2/J DEFGRID3
* xyz 0 1
C 0.5816 -0.1825 1.8281
O -0.2115 0.3209 0.8147
N 0.0671 -0.2774 -0.4722
N 0.6117 0.7458 -1.3697
C -1.0368 0.1198 -1.3063
Cl -1.4646 -0.8373 -2.7171
H 1.2318 -0.8711 1.3427
H -0.0036 -0.7085 2.5918
H 1.0725 0.6760 2.4015
H 1.1040 0.4133 -2.2580
H -1.9523 0.6010 -0.8555
*
```

Summary:
* ΔE to the lowest compared entry with this formula, charge and spin: 464.62 kJ/mol
* calculated total energy: -723.95916 hartree
* E_LUMO: 0.0364 Ha
* structure (SMILES): CON1N[C@H]1Cl
* Kohn-Sham gap: 0.39072 Eh



DFT (the ωB97M-V functional and the def2-TZVPD basis) results for C31H51BN6P2SV as an isolated structure at a distorted geometry.

The geometry in ORCA input format:
```
! RIJCOSX wB97M-V def2-TZVPD def2/J DEFGRID3
* xyz 0 2
V -0.2397 0.6706 -0.3168
C -2.0995 -0.3951 4.4659
C -1.9170 -0.4179 2.9474
C -1.4273 -1.8266 2.5696
C -3.2807 -0.1962 2.2772
P -0.6756 0.8087 2.2514
C 0.9429 0.1477 2.9207
N 1.3609 -0.8539 1.9630
B 1.0412 -0.7496 0.5399
N 1.4376 -2.0394 0.0150
C 1.1179 -2.4142 -1.3369
P 0.0454 -1.0132 -2.0069
C -1.5911 -1.8750 -2.3601
C -2.5843 -0.8883 -2.9883
C -2.1108 -2.2060 -0.9545
C -1.5622 -3.1595 -3.1916
C 0.8764 -0.6173 -3.6540
C 1.1767 -1.8476 -4.5251
C 0.0301 0.3590 -4.4897
C 2.2589 -0.0324 -3.3330
C 1.9241 -2.8484 1.0302
C 2.3709 -4.1549 1.0149
C 2.7723 -4.7339 2.2219
C 2.7321 -4.0111 3.4044
C 2.2911 -2.6852 3.4250
C 1.8856 -2.1050 2.2373
C -0.9616 2.4774 3.0704
C -0.0488 3.5108 2.4059
C -0.6629 2.4848 4.5743
C -2.4052 2.9301 2.8273
H -2.6794 -1.2756 4.7572
H -2.6505 0.4811 4.8052
H -1.1528 -0.4384 5.0060
H -2.2257 -2.5368 2.8028
H -0.5445 -2.1225 3.1349
H -1.1837 -1.9182 1.5123
H -3.9157 -1.0657 2.4669
H -3.1881 -0.0837 1.1937
H -3.7999 0.6794 2.6630
H 0.8546 -0.2822 3.9216
H 1.6454 0.9842 2.9648
H 0.5844 -3.3697 -1.3676
H 2.0122 -2.5296 -1.9565
H -2.5314 0.1032 -2.5293
H -3.6019 -1.2642 -2.8501
H -2.4217 -0.7655 -4.0563
H -2.2194 -1.3051 -0.3386
H -1.4578 -2.8956 -0.4155
H -3.1022 -2.6618 -1.0288
H -1.4950 -2.9471 -4.2572
H -2.4929 -3.7122 -3.0331
H -0.7423 -3.8274 -2.9277
H 0.2720 -2.2287 -4.9910
H 1.6496 -2.6620 -3.9770
H 1.8578 -1.5610 -5.3325
H -0.6904 -0.1943 -5.0911
H 0.6755 0.9135 -5.1733
H -0.5109 1.0864 -3.8892
H 2.9023 -0.7968 -2.8953
H 1.6590 0.8112 -1.5554
H 2.7395 0.3283 -4.2444
H 2.4065 -4.7181 0.0902
H 3.1228 -5.7577 2.2308
H 3.0514 -4.4770 4.3276
H 2.2711 -2.1261 4.3526
H 0.9990 3.3646 2.6604
H -0.3457 4.5018 2.7607
H -0.1337 3.5147 1.3195
H 0.2835 1.9961 4.8118
H -1.4479 2.0123 5.1603
H -0.5849 3.5225 4.9111
H -2.6783 2.8700 1.7709
H -2.4990 3.9762 3.1294
H -3.1253 2.3546 3.4086
N 4.7836 1.7865 0.0125
C 3.5673 1.5823 -0.5767
S 2.1630 1.9599 0.3691
N 3.6146 1.1791 -1.8236
N 2.2692 1.0867 -2.3651
C 1.7862 2.3722 -2.8526
C 0.6057 2.8960 -2.4349
C 0.2187 4.2397 -2.8252
C -0.9938 4.7345 -2.5116
C -1.9345 3.9391 -1.7828
C -1.5162 2.7099 -1.3985
N -0.2820 2.1857 -1.6519
H 4.7959 1.7962 1.0166
H 5.5763 1.3829 -0.4601
H 2.5353 2.9394 -3.3810
H 0.9382 4.8332 -3.3746
H -1.2604 5.7401 -2.8129
H -2.9304 4.2882 -1.5560
H -2.2000 2.0528 -0.8475
*
```

Summary:
* ΔE to the lowest compared entry with this formula, charge and spin: 0.00 kJ/mol
* <S²>: 0.765
* calculated total energy: -3590.11413 hartree
* E_LUMO (spin up / spin down): 0.0173 / 0.0173 Ha
* Kohn-Sham gap (spin up / spin down): 0.24445 / 0.23703 Eh



DFT (the ωB97M-V functional and the def2-TZVPD basis) results for C25H56CsN11O3P2Si as an isolated structure at a distorted geometry.

The geometry in ORCA input format:
```
! RIJCOSX wB97M-V def2-TZVPD def2/J DEFGRID3
* xyz 0 1
Cs -0.3648 -0.2348 0.1032
N 3.4449 -0.0531 0.9878
C 2.9011 0.2931 2.1417
N 3.6374 0.1104 3.2199
C 3.0990 0.5503 4.3809
N 3.9678 0.6329 5.4318
N 1.8373 0.9617 4.4984
C 1.1512 1.1362 3.3604
N 1.6188 0.7400 2.1569
C -0.0635 1.9590 3.5038
C -0.2499 2.7737 4.6504
C -1.2299 3.7446 4.6654
C -1.9975 3.8961 3.5172
C -1.8886 2.9625 2.4539
N -0.9663 2.0317 2.5064
H 4.2761 -0.6398 1.0222
H 3.0042 0.1550 0.0998
H 4.8816 0.2511 5.3082
H 3.5237 0.7117 6.3352
H 0.3410 2.6110 5.5890
H -1.3618 4.4068 5.4992
H -2.7067 4.7253 3.4198
H -2.5229 3.0516 1.5700
C 3.7698 1.7946 -4.8269
N 3.5223 1.3530 -3.4785
C 4.7236 1.0293 -2.7472
P 2.0146 0.7318 -3.1339
O 1.8506 0.4143 -1.6753
O 1.0218 1.8204 -3.8422
P 0.0366 2.9671 -3.2639
O -0.7018 2.4936 -2.0764
N -0.9632 3.3598 -4.5652
C -0.7281 2.9629 -5.9223
C -2.3709 3.6767 -4.2648
N 1.0228 4.2605 -2.9907
C 1.6507 4.4530 -1.7170
C 1.1149 5.2704 -4.0436
N 1.4880 -0.4969 -4.0758
C 1.7101 -1.8625 -3.6532
C 0.8873 -0.3279 -5.3820
H 3.0443 2.5530 -5.1929
H 3.8092 0.9825 -5.5425
H 4.7538 2.2948 -4.8651
H 5.3509 1.9554 -2.5723
H 5.3353 0.3497 -3.3773
H 4.4641 0.5375 -1.7840
H 0.3177 2.6680 -6.0238
H -0.8375 3.8295 -6.5845
H -1.3851 2.1413 -6.2850
H -2.4485 3.6628 -3.1652
H -3.0189 2.9184 -4.7450
H -2.6027 4.6903 -4.5983
H 1.4016 5.3973 -1.2075
H 2.7492 4.3259 -1.7994
H 1.2732 3.6951 -1.0038
H 0.5650 4.9368 -4.9220
H 2.1940 5.3903 -4.3436
H 0.7122 6.2329 -3.6756
H 1.4341 -1.9370 -2.5680
H 2.7550 -2.2283 -3.7487
H 1.0018 -2.5099 -4.2043
H 1.2148 0.5923 -5.8506
H -0.2232 -0.3185 -5.3264
H 1.2563 -1.1007 -6.0922
C -2.7079 -2.1313 4.7745
Si -2.1656 -2.7830 3.0958
C -3.6989 -3.6168 2.2181
C -4.7128 -4.2198 3.2381
C -3.2230 -4.6841 1.2132
C -4.4616 -2.5261 1.4444
C -0.6724 -3.9124 3.4919
C -1.1802 -5.3309 3.8939
C 0.2421 -3.4116 4.6356
C 0.1369 -3.9775 2.1863
H -3.2285 -2.9595 5.3636
H -3.3798 -1.2624 4.6287
H -1.8676 -1.8066 5.4038
H -4.2502 -5.0161 3.9109
H -5.5510 -4.6663 2.6874
H -5.0954 -3.4401 3.9154
H -3.0000 -5.6851 1.6348
H -2.3081 -4.4220 0.6338
H -4.0204 -4.7871 0.4610
H -4.8919 -1.7145 2.0675
H -5.3283 -3.0174 0.9685
H -3.8969 -2.0231 0.6479
H -1.7451 -5.2827 4.8646
H -0.2838 -5.9827 4.0710
H -1.7895 -5.8651 3.1705
H -0.2188 -3.5533 5.6127
H 0.5780 -2.3416 4.5329
H 1.1367 -4.0340 4.6417
H -0.4309 -3.6668 1.2660
H 0.5540 -4.9723 2.0174
H 0.9907 -3.2959 2.1832
N -1.7357 -1.3839 -2.2444
H -1.2380 -2.1006 -2.8024
H -1.3510 -0.4874 -2.5287
H -2.7031 -1.3762 -2.5842
*
```

Summary:
* ΔE to the lowest compared entry with this formula, charge and spin: 84.78 kJ/mol
* calculated total energy: -2806.70281 hartree
* E_LUMO: -0.0087 Ha
* Kohn-Sham gap: 0.11260 Eh



DFT (the ωB97M-V functional and the def2-TZVPD basis) results for a 2-piece molecular cluster, C4H10N2O2 overall at a distorted geometry.

The geometry in ORCA input format:
```
! RIJCOSX wB97M-V def2-TZVPD def2/J DEFGRID3
* xyz 0 1
H -1.6778 0.4707 -1.7595
N -1.5289 -0.4446 -1.3262
C -1.3946 -0.3179 -0.0455
C -1.4554 1.0185 0.6383
O -1.2152 -1.4412 0.6946
N -0.5758 -1.1907 1.9842
H -1.4341 1.8200 -0.1070
H -2.3875 1.0975 1.2033
H -0.5991 1.1766 1.2976
H 0.3504 -1.5964 1.7984
H -1.0570 -1.8690 2.5751
C 1.8848 0.8233 -1.0980
C 1.8106 -0.6562 -0.8627
O 2.1736 -1.1916 0.1789
H 2.5738 1.0244 -1.9208
H 0.8932 1.1998 -1.3573
H 2.2337 1.3286 -0.1940
H 1.4053 -1.2518 -1.6994
*
```

Summary:
* ΔE to the lowest compared entry with this formula, charge and spin: 365.66 kJ/mol
* calculated total energy: -418.32169 hartree
* E_LUMO: 0.0335 Ha
* structure (SMILES): [H]/N=C(\C)ON.CC=O
* Kohn-Sham gap: 0.39874 Eh



DFT (the ωB97M-V functional and the def2-TZVPD basis) results for C20H27Cl3N4OSSbZn as an isolated structure.

The geometry in ORCA input format:
```
! RIJCOSX wB97M-V def2-TZVPD def2/J DEFGRID3
* xyz 1 1
Zn 0.1348 -0.1988 0.7576
C -3.3676 0.8559 3.4158
C -2.3958 0.6578 2.2990
N -1.4801 -0.2345 2.3085
N -1.3588 -1.0723 3.3686
C -0.5158 -2.1387 3.2914
N -0.4801 -2.9289 4.3644
S 0.4160 -2.4561 1.9357
C -2.4138 1.4979 1.0676
C -3.3580 2.4805 0.8215
C -3.2536 3.2196 -0.3522
C -2.2117 2.9650 -1.2223
C -1.3105 1.9579 -0.9007
N -1.4272 1.2361 0.2040
H -2.8438 0.9432 4.3713
H -4.0615 0.0138 3.4742
H -3.9486 1.7630 3.2994
H -1.9172 -0.9079 4.1945
H -1.0445 -2.7710 5.1831
H 0.1616 -3.7036 4.3697
H -4.1602 2.6802 1.5140
H -3.9772 3.9927 -0.5705
H -2.0813 3.5328 -2.1319
H -0.4540 1.7338 -1.5247
Cl 4.7022 5.0599 3.1223
C 3.7184 3.9063 2.2823
C 3.1633 2.8464 2.9744
C 2.3836 1.9445 2.2766
Cl 1.6726 0.6042 3.1511
C 2.1182 2.0201 0.9022
O 1.3855 1.1713 0.2362
C 2.7026 3.1345 0.2651
Cl 2.3923 3.3535 -1.4284
C 3.4881 4.0585 0.9240
H 3.3332 2.7232 4.0336
H 3.9119 4.8908 0.3814
C 1.4645 0.2948 -3.5634
C 0.2682 -0.6411 -3.4396
Sb 0.2494 -1.6357 -1.5556
C -1.2693 -3.1221 -1.8150
C -1.5691 -3.5219 -3.2525
C 2.0588 -2.7595 -1.6785
C 2.3006 -3.4616 -3.0076
H 1.4487 0.8316 -4.5121
H 2.4052 -0.2576 -3.5198
H 1.4948 1.0298 -2.7570
H 0.2729 -1.4021 -4.2216
H -0.6746 -0.0986 -3.5402
H -2.1667 -2.7311 -1.3309
H -0.9590 -3.9836 -1.2192
H -1.8973 -2.6694 -3.8483
H -2.3642 -4.2676 -3.2884
H -0.6981 -3.9498 -3.7490
H 2.0322 -3.4787 -0.8560
H 2.8690 -2.0655 -1.4456
H 1.5303 -4.2038 -3.2190
H 3.2592 -3.9814 -3.0000
H 2.3209 -2.7568 -3.8397
*
```

Summary:
* calculated total energy: -4870.75769 hartree
* E_LUMO: -0.1344 Ha
* Kohn-Sham gap: 0.23134 Eh